Below is a cluster of 3 separate species, C23H41FN5O3PS in total, with properties calculated with ωB97M-V with the def2-TZVPD basis set.

Structure (XYZ):
```
75
C23H41FN5O3PS | the OMol25 dataset | ωB97M-V with the def2-TZVPD basis set
H -2.661 3.071 -3.438
N -2.754 3.867 -4.072
C -1.705 4.578 -4.057
C -1.615 5.806 -4.910
C -0.494 4.307 -3.172
C -0.199 2.849 -2.996
C -0.365 2.214 -1.805
C -0.102 0.830 -1.640
P -0.370 0.017 -0.052
O -0.889 1.184 0.903
O 1.062 -0.251 0.585
S -1.551 -1.496 -0.173
C 0.369 0.129 -2.706
F 0.687 -1.155 -2.582
C 0.556 0.727 -3.967
N 1.020 -0.024 -5.002
C 1.155 0.591 -6.125
O 1.618 -0.124 -7.167
C 0.842 1.983 -6.286
N 0.418 2.711 -5.310
C 0.258 2.094 -4.100
H -2.537 5.952 -5.464
H -1.462 6.677 -4.266
H -0.752 5.751 -5.573
H -0.695 4.752 -2.194
H 0.366 4.839 -3.578
H -0.707 2.784 -0.952
H -1.775 1.443 0.616
H 1.322 -1.153 0.347
H 1.665 0.424 -7.957
H 0.965 2.450 -7.260
C -0.849 -5.304 -1.148
C -0.899 -6.667 -0.477
N -0.977 -6.576 0.970
C -0.732 -7.836 1.647
C -1.726 -8.983 1.425
C -2.069 -5.768 1.488
C -3.499 -6.144 1.078
H -0.053 -4.692 -0.722
H -0.659 -5.418 -2.216
H -1.787 -4.759 -1.043
H 0.018 -7.213 -0.716
H -1.726 -7.248 -0.917
H -0.658 -7.632 2.719
H 0.261 -8.178 1.339
H -2.672 -8.811 1.936
H -1.307 -9.911 1.820
H -1.932 -9.142 0.366
H -1.890 -4.732 1.192
H -1.991 -5.771 2.578
H -3.579 -6.321 0.005
H -4.175 -5.323 1.325
H -3.861 -7.031 1.596
C 2.027 5.679 5.610
C 1.748 5.034 4.261
N 2.742 4.045 3.889
C 2.672 3.646 2.495
C 1.412 2.917 2.016
C 2.951 2.974 4.849
C 1.739 2.125 5.255
H 3.042 6.078 5.643
H 1.329 6.500 5.779
H 1.907 4.975 6.434
H 1.767 5.812 3.492
H 0.722 4.631 4.266
H 3.547 3.026 2.277
H 2.797 4.553 1.894
H 1.365 1.894 2.382
H 1.413 2.868 0.924
H 0.500 3.432 2.320
H 3.378 3.413 5.754
H 3.732 2.323 4.450
H 0.873 2.743 5.496
H 1.982 1.543 6.145
H 1.446 1.421 4.477
```

## Properties
Net charge   0
SMILES   [H]/N=C(/C)Cc1cc(P(O)(O)=S)c(F)c2nc(O)cnc12.CCN(CC)CC.CCN(CC)CC
Calculated total energy   -60952.442 eV
Molar mass   517.65 g mol⁻¹

Below is a structure of composition C23H41HfN2O4P, with properties calculated with ωB97M-V with the def2-TZVPD basis set.

Structure (XYZ):
```
72
C23H41HfN2O4P | the OMol25 dataset | ωB97M-V with the def2-TZVPD basis set
C 1.807 -0.986 -1.038
N 1.055 -1.424 0.010
C 1.483 -2.542 0.668
C 2.675 -3.179 0.354
C 3.512 -2.641 -0.619
C 3.060 -1.518 -1.304
Hf -0.719 -0.501 1.148
C -1.201 1.140 -0.273
O -2.163 1.861 0.042
C 0.620 -3.132 1.771
N -0.034 -2.135 2.675
C 0.924 -1.776 3.798
C 2.265 -1.199 3.401
C 1.332 0.064 -2.038
P -0.099 1.190 -1.721
C -1.158 1.068 -3.229
C -0.472 1.913 -4.309
C 0.705 2.809 -1.397
C -0.366 3.908 -1.373
C 1.427 2.812 -0.045
C 1.768 3.144 -2.451
C -1.315 -0.372 -3.749
C -2.573 1.619 -2.970
C -1.195 -2.778 3.414
C -2.375 -3.220 2.573
H 2.942 -4.090 0.920
H 4.469 -3.108 -0.849
H 3.690 -1.039 -2.064
H 2.214 0.710 -2.178
H 1.912 3.798 0.033
H 0.766 2.706 0.819
H 2.213 2.052 0.029
H 2.283 4.038 -2.089
H 2.524 2.361 -2.567
H 1.335 3.352 -3.428
H 0.152 4.831 -1.080
H -0.828 4.065 -2.354
H -1.158 3.715 -0.646
H -0.999 1.750 -5.258
H -0.526 2.985 -4.079
H 0.574 1.606 -4.448
H -0.372 -0.880 -3.960
H -1.923 -0.985 -3.079
H -1.870 -0.297 -4.700
H -2.582 2.683 -2.699
H -3.138 1.513 -3.910
H -3.114 1.047 -2.208
H -0.137 -3.782 1.309
H 1.262 -3.791 2.387
H 0.374 -1.086 4.453
H 1.063 -2.707 4.366
H -1.531 -2.042 4.157
H -0.770 -3.620 3.983
H -3.007 -3.848 3.217
H -2.975 -2.372 2.223
H -2.094 -3.831 1.710
H 2.814 -1.016 4.334
H 2.865 -1.903 2.816
H 2.176 -0.243 2.873
C -2.854 -2.003 -0.624
H -3.175 -2.969 -0.225
H -2.102 -2.111 -1.424
H -3.714 -1.467 -1.058
O -2.266 -1.275 0.444
H 1.230 -0.361 -3.029
C -0.693 2.439 3.954
C -0.622 1.303 2.974
O -1.630 0.519 2.836
O 0.399 1.103 2.222
H -1.452 3.148 3.611
H 0.276 2.930 4.013
H -0.967 2.043 4.935
```

## Properties
Multiplicity   2
Energy above the lowest of the compared OMol25 structures with the same formula, charge and spin   0.0 kJ/mol
Net charge   +3
Molar mass   619.06 g mol⁻¹

Below is a structure of composition C23H41IP2Y, with properties calculated with ωB97M-V with the def2-TZVPD basis set.

Structure (XYZ):
```
68
C23H41IP2Y | the OMol25 dataset | ωB97M-V with the def2-TZVPD basis set
Y -0.118 -0.267 -1.078
C 0.877 -1.526 2.840
C -0.267 -0.681 2.798
C -0.958 -2.830 2.366
C 0.452 -2.838 2.504
C -1.404 -1.494 2.543
C 2.241 -1.157 3.262
H 2.414 -0.084 3.169
H 3.000 -1.692 2.677
H 2.408 -1.408 4.323
C 1.307 -4.021 2.271
H 2.346 -3.806 2.554
H 1.299 -4.305 1.201
H 0.953 -4.895 2.846
C -1.805 -4.006 2.077
H -1.460 -4.874 2.658
H -1.760 -4.273 1.010
H -2.852 -3.808 2.339
C -2.803 -1.025 2.532
H -3.181 -0.896 3.561
H -3.446 -1.751 2.027
H -2.914 -0.062 2.015
C -0.270 0.773 3.041
H -0.446 0.990 4.108
H -1.053 1.281 2.466
H 0.688 1.235 2.761
C 1.610 0.480 -2.599
C 2.383 1.760 -2.112
C 1.663 3.101 -1.886
C 0.156 3.158 -1.574
C -0.464 2.019 -0.679
C -1.635 1.324 -1.494
C -1.208 0.753 -2.885
C 0.252 0.839 -3.406
H 1.827 3.681 -2.816
H -0.431 3.251 -2.496
H 2.210 3.663 -1.112
H 0.386 1.857 -3.799
H 2.175 0.034 -3.450
H 3.263 1.964 -2.745
H 0.286 0.173 -4.285
H -1.482 -0.332 -2.961
H -2.346 2.140 -1.659
H -1.865 1.234 -3.628
H -0.042 4.109 -1.054
H -0.967 2.493 0.179
P 3.339 0.799 -0.841
C 4.871 -0.048 -1.116
C 3.100 1.500 0.777
P -3.303 0.244 -0.809
C 2.067 -0.359 -1.372
C -4.394 1.582 -0.242
C -4.143 -0.205 -2.382
H 4.653 -1.113 -1.281
H 5.480 0.056 -0.206
H 5.385 0.390 -1.984
H 2.240 2.182 0.844
H 4.005 2.090 1.002
H 2.988 0.730 1.553
H -3.749 0.359 -3.243
H -5.225 -0.016 -2.289
H -3.982 -1.280 -2.550
H 2.184 -1.448 -1.529
H 0.402 1.480 -0.178
H -4.933 1.196 0.639
H -5.108 1.895 -1.020
H -3.757 2.424 0.056
I -1.141 -2.739 -2.238
```

## Properties
Energy above the lowest of the compared OMol25 structures with the same formula, charge and spin   291.8 kJ/mol
Net charge   +1
Molar mass   595.34 g mol⁻¹